(1)
DFT (the ωB97M-V functional and the def2-TZVPD basis) results for a structure of composition C29H23N3NiS2.

Highest occupied orbital energy (alpha / beta) ... -12.816 / -12.814 eV
Total charge ... +2
Energy above the lowest of the compared OMol25 structures with the same formula, charge and spin ... 0.000 eV
Orbital gap (alpha / beta) ... 6.80 / 5.69 eV
2S+1 ... 3
⟨S²⟩ ... 2.01

Structure (XYZ):
```
58
Properties=species:S:1:pos:R:3:mulliken_spin:R:1
Ni 0.5167 0.8855 -0.2511 1.689
C 3.0736 4.2908 0.7916 -0.002
C 2.7555 3.0046 0.0976 0.048
C 2.1695 2.9958 -1.1747 0.048
C 1.9669 1.8049 -1.8654 0.037
C 2.3735 0.5790 -1.3033 -0.050
C 2.8989 0.5773 -0.0019 0.006
C 3.0799 1.7770 0.6840 0.024
H 2.4743 5.1153 0.4101 -0.001
H 4.1229 4.5407 0.6156 0.005
H 2.9453 4.2144 1.8706 0.002
H 1.8856 3.9343 -1.6344 0.002
H 1.5848 1.8398 -2.8777 0.005
H 2.3797 -0.3238 -1.8986 -0.004
H 3.2391 -0.3483 0.4435 -0.001
H 3.5155 1.7674 1.6758 0.004
S -0.2357 -2.7605 5.8112 0.000
C 0.4285 -1.9396 7.1401 0.000
C 0.9881 -0.7459 6.7852 0.000
C 0.8779 -0.4958 5.4056 0.000
C 0.2337 -1.4976 4.7150 0.000
C -0.0568 -1.5746 3.2941 0.002
C 0.2984 -0.5183 2.4276 -0.009
N 0.0434 -0.5235 1.1347 0.080
C -0.5922 -1.5787 0.5793 0.031
C -0.9648 -2.6935 1.3434 0.002
C -1.6102 -3.7910 0.6821 0.002
C -1.8668 -3.7533 -0.6438 0.002
C -1.5217 -2.6092 -1.4383 0.002
C -1.7964 -2.5076 -2.8065 -0.005
C -1.4647 -1.3577 -3.5108 0.002
C -0.8402 -0.3240 -2.7772 -0.006
N -0.5567 -0.4036 -1.4943 0.058
C -0.8894 -1.5249 -0.8129 0.009
C -1.7341 -1.2040 -4.9287 0.000
C -2.2470 -2.1310 -5.8053 0.001
C -2.3813 -1.6458 -7.1196 0.000
C -1.9725 -0.3496 -7.2420 0.000
S -1.4220 0.2886 -5.7675 0.000
C -0.6842 -2.6705 2.7129 -0.005
H 0.3699 -2.3767 8.1245 0.000
H 1.4657 -0.0806 7.4885 0.000
H 1.2663 0.3988 4.9389 0.001
H 0.8161 0.3494 2.8170 -0.001
H -1.8921 -4.6526 1.2735 0.000
H -2.3466 -4.5908 -1.1338 0.000
H -2.2786 -3.3356 -3.3092 0.000
H -0.5749 0.5956 -3.2855 0.002
H -2.5152 -3.1390 -5.5223 0.000
H -2.7656 -2.2236 -7.9464 0.000
H -1.9686 0.2620 -8.1303 0.000
H -0.9605 -3.5209 3.3242 0.000
C -1.8506 4.3627 1.5488 -0.001
C -1.1229 3.2697 0.9600 -0.003
N -0.5451 2.3996 0.4926 0.023
H -1.3907 4.6500 2.4943 0.000
H -2.8854 4.0695 1.7257 0.000
H -1.8359 5.2190 0.8737 0.000
```


(2)
DFT (the ωB97M-V functional and the def2-TZVPD basis) results for a structure of composition C29H24Cl2F3PtSSbSi.

Highest occupied orbital energy (alpha / beta) ... -14.509 / -14.506 eV
Total charge ... +2
Energy above the lowest of the compared OMol25 structures with the same formula, charge and spin ... 2.527 eV
Orbital gap (alpha / beta) ... 4.69 / 4.69 eV

Structure (XYZ):
```
62
Properties=species:S:1:pos:R:3:mulliken_charge:R:1
Pt 0.1285 0.4129 0.4546 0.848
Cl 0.9553 0.4822 2.9444 -0.155
C 0.5401 2.1152 3.3011 0.670
C 0.2091 2.4408 4.5959 -0.754
C -0.0765 3.7668 4.9059 -0.378
C 0.0089 4.7603 3.9395 -0.641
C 0.3234 4.4320 2.6356 0.170
Cl 0.4153 5.6496 1.4375 -0.145
C 0.5621 3.0820 2.2706 0.389
S 0.8558 2.7186 0.6179 -0.181
H 0.1846 1.6785 5.3621 0.468
H -0.3584 4.0266 5.9170 0.421
H -0.1683 5.7946 4.2000 0.465
F 3.4450 -6.3886 0.5983 -0.281
C 3.2684 -5.0845 0.4659 0.264
C 4.3502 -4.2390 0.6639 -0.646
C 4.1655 -2.8758 0.5221 -0.186
C 2.9099 -2.3913 0.1681 0.362
C 1.8253 -3.2524 -0.0051 -0.711
C 2.0041 -4.6140 0.1367 -0.651
Sb 2.6070 -0.3452 -0.2721 0.817
C 4.5163 0.5246 0.0618 0.052
C 5.2040 1.0702 -1.0175 -0.333
C 6.5050 1.5065 -0.8425 -0.594
C 7.0781 1.4119 0.4170 0.258
F 8.3245 1.8223 0.5844 -0.283
C 6.3871 0.9139 1.5132 -0.507
C 5.0899 0.4735 1.3313 -0.565
C 2.3907 -0.3551 -2.3821 0.352
C 1.3787 0.4002 -2.9700 -0.536
C 1.2340 0.4026 -4.3459 -0.639
C 2.1053 -0.3637 -5.1029 0.225
F 1.9658 -0.3721 -6.4209 -0.290
C 3.1119 -1.1290 -4.5321 -0.671
C 3.2505 -1.1279 -3.1560 -0.241
H 5.3155 -4.6548 0.9178 0.477
H 5.0012 -2.2033 0.6668 0.440
H 0.8479 -2.8590 -0.2634 0.342
H 1.1921 -5.3135 -0.0064 0.463
H 4.7401 1.1410 -1.9937 0.466
H 7.0787 1.9136 -1.6637 0.476
H 6.8711 0.8734 2.4793 0.474
H 4.5382 0.0768 2.1758 0.455
H 0.7048 0.9848 -2.3541 0.160
H 0.4648 0.9836 -4.8357 0.476
H 3.7672 -1.7111 -5.1654 0.469
H 4.0253 -1.7284 -2.6933 0.488
C -5.2107 0.8288 1.2043 -0.997
Si -4.7780 -0.3072 -0.2662 0.088
C -5.4294 -2.0537 -0.1363 -0.912
C -5.4253 0.5941 -1.7990 -0.936
C -2.9117 -0.1988 -0.1832 1.384
C -1.7054 -0.0158 -0.0338 -1.051
H -6.2941 0.9289 1.2721 0.329
H -4.7698 1.8151 1.0647 0.306
H -4.8332 0.4008 2.1345 0.312
H -6.5199 -2.0382 -0.1445 0.315
H -5.1086 -2.5340 0.7896 0.320
H -5.1034 -2.6823 -0.9658 0.337
H -6.5143 0.6214 -1.7752 0.314
H -5.1106 0.0782 -2.7074 0.329
H -5.0457 1.6151 -1.8212 0.302
```


(3)
DFT (the ωB97M-V functional and the def2-TZVPD basis) results for a structure of composition C29H24FN6O3Tl.

Highest occupied orbital energy (alpha / beta) ... -13.307 / -13.308 eV
Total charge ... +2
Energy above the lowest of the compared OMol25 structures with the same formula, charge and spin ... 0.721 eV
Orbital gap (alpha / beta) ... 5.63 / 4.05 eV

Structure (XYZ):
```
64
Properties=species:S:1:pos:R:3:mulliken_charge:R:1
Tl 0.0211 -0.4767 0.0784 0.843
C 2.0773 7.3217 2.4945 -1.332
C 2.5822 6.0985 3.2500 -0.266
C 2.5156 6.2394 4.7607 -1.064
C 1.0753 6.3893 5.2244 -1.014
C 0.2027 5.3067 4.6437 0.824
C -1.0130 5.0041 5.2295 -0.667
C -1.8131 3.9992 4.7084 0.069
F -2.9836 3.7482 5.2956 -0.322
C -1.4242 3.2439 3.6322 -1.107
C -0.2039 3.5279 3.0267 0.390
C 0.2174 2.7283 1.8671 1.344
O -0.4585 1.8028 1.4194 -0.891
C 1.4998 3.1128 1.2908 0.012
C 2.1886 4.2214 1.7866 0.007
N 1.7899 4.9041 2.8337 0.096
C 0.5898 4.5777 3.5088 -0.130
C 2.0304 2.3588 0.1265 0.211
O 2.4439 3.2360 -0.6814 -0.480
O 1.9376 1.1332 0.0399 -0.583
H 2.6348 8.2014 2.8154 0.386
H 1.0176 7.4999 2.6791 0.385
H 2.2203 7.2033 1.4202 0.401
H 3.6110 5.8926 2.9567 0.525
H 3.1035 7.1084 5.0532 0.412
H 2.9695 5.3629 5.2286 0.363
H 0.6799 7.3672 4.9402 0.367
H 1.0227 6.3393 6.3117 0.510
H -1.3494 5.5461 6.1045 0.560
H -2.0390 2.4370 3.2605 0.585
H 3.1093 4.5398 1.3164 0.496
N 3.3246 -9.4074 5.8839 -0.425
C 3.1649 -8.3861 5.3845 -0.041
C 2.9648 -7.1041 4.7539 0.399
C 3.6682 -5.9900 5.2015 -0.748
C 3.4647 -4.7595 4.6021 -0.390
C 2.5684 -4.6551 3.5502 0.659
C 1.8679 -5.7601 3.0934 -0.342
C 2.0650 -6.9886 3.6990 -0.730
N 2.3794 -3.3855 2.9192 0.140
C 3.3686 -2.4827 2.5932 -0.432
C 2.7437 -1.4457 1.9803 -0.540
N 1.3843 -1.6874 1.9277 -0.315
C 1.2092 -2.8644 2.4918 -0.430
H 4.3654 -6.0889 6.0216 0.457
H 3.9896 -3.8849 4.9623 0.493
H 1.1866 -5.6673 2.2579 0.448
H 1.5350 -7.8633 3.3491 0.441
H 4.4062 -2.6738 2.8040 0.462
H 3.1696 -0.5417 1.5777 0.454
H 0.2626 -3.3496 2.6693 0.502
N -3.5804 -1.1011 -2.1931 -0.234
C -3.0433 -2.2786 -2.4299 0.812
C -3.8002 -3.2999 -3.1014 -0.528
C -3.1783 -4.4940 -3.3716 -0.322
C -1.8572 -4.6512 -2.9756 -0.553
C -1.1952 -3.5809 -2.2791 -0.057
N -1.7524 -2.4423 -1.9986 -0.169
H -4.5296 -0.8855 -2.4672 0.261
H -3.0029 -0.3521 -1.8300 0.200
H -4.8176 -3.1014 -3.4141 0.319
H -3.7037 -5.2886 -3.8828 0.451
H -1.3236 -5.5727 -3.1648 0.396
H -0.1742 -3.7197 -1.9379 0.428
```